An isolated molecule of C14H14O2S. Source: the OMol25 dataset; level of theory: ωB97M-V/def2-TZVPD.

Values from the calculation:
Kohn-Sham gap in eV: 7.916
Total charge: 0
HOMO energy in Ha: -0.31844

Structure (XYZ):
```
31
Properties=species:S:1:pos:R:3:forces:R:3
C 4.75544 -0.26444 0.02761 -0.112 0.092 -0.012
C 4.02720 1.03344 0.39238 -0.443 -0.381 -0.280
S 2.62999 0.82454 1.53586 0.333 0.127 0.219
C 1.60819 -0.34014 0.59721 -0.253 -0.191 0.001
C 0.15408 0.01940 0.53362 -0.192 0.142 0.001
C -0.36147 1.15310 0.03803 0.520 0.048 -0.126
C 0.45030 2.26276 -0.55006 -0.073 -0.079 -0.146
C -1.83733 1.34986 0.03904 -0.047 -0.546 0.021
O -2.33899 2.43533 0.16377 -0.233 0.662 -0.181
C -2.64111 0.11452 -0.14275 -0.184 -0.162 -0.086
C -3.86014 0.10989 -0.81276 0.110 -0.395 0.280
C -4.52936 -1.10159 -0.97128 0.229 -0.074 0.128
C -3.99692 -2.28109 -0.45040 0.414 0.106 0.194
C -2.78334 -2.27132 0.23730 -0.281 0.643 -0.143
C -2.10882 -1.06026 0.37429 -0.382 -0.423 -0.111
C -0.79445 -1.00436 1.05821 -0.121 0.450 -0.278
O -0.50962 -1.74283 1.96344 0.301 -0.631 0.371
H 4.17529 -1.13920 0.29973 -0.085 -0.127 0.122
H 5.72103 -0.34744 0.51451 0.117 0.002 0.065
H 4.89248 -0.31661 -1.04857 0.234 0.006 -0.126
H 3.61350 1.47572 -0.51076 0.016 0.194 -0.093
H 4.68870 1.76471 0.84001 0.057 0.118 0.157
H 1.68298 -1.31782 1.06109 0.043 -0.096 0.104
H 1.96261 -0.46122 -0.42623 0.269 0.271 -0.087
H -0.20624 3.00998 -0.97905 -0.039 0.209 0.055
H 1.07681 1.87508 -1.35393 0.127 -0.096 -0.025
H 1.10925 2.71443 0.18274 0.048 0.125 0.133
H -4.25955 1.03474 -1.19718 -0.064 0.096 -0.039
H -5.46670 -1.14136 -1.50442 -0.094 0.060 -0.054
H -4.50596 -3.22477 -0.57037 -0.187 -0.019 -0.100
H -2.34785 -3.16306 0.65891 -0.028 -0.134 0.036
```
Positions in Å, forces in eV/Å.

***

A structure of composition C40H62BN12O6RbS3 at a distorted geometry. Source: the OMol25 dataset; level of theory: ωB97M-V/def2-TZVPD.

Values from the calculation:
Kohn-Sham gap in eV: 5.869
Total charge: 0
HOMO energy in Ha: -0.23211

Structure (XYZ):
```
125
Properties=species:S:1:pos:R:3:forces:R:3
Rb -0.55290 -0.64636 0.52744 0.333 0.937 0.109
C 3.88147 -1.43173 2.28591 -0.026 0.135 0.022
C 4.64096 -0.10993 2.17199 0.024 -0.125 0.118
C 4.82002 0.54912 3.54589 -0.117 0.024 -0.185
C 6.03144 -0.39687 1.60792 -0.006 -0.022 -0.062
N 3.94762 0.83697 1.25210 -0.249 0.243 -0.012
C 4.57986 1.45004 0.18070 0.128 0.139 -0.172
C 3.82573 2.49211 -0.19908 0.039 0.083 -0.038
N 2.71589 2.56822 0.62058 0.195 -0.199 0.262
B 2.10062 4.00619 0.81904 -0.223 -0.231 0.058
N 1.10798 4.14946 1.98572 -0.164 0.020 0.197
C 1.65430 4.33608 3.24246 0.189 0.012 -0.001
C 0.67519 4.29391 4.15181 0.090 0.036 0.162
N -0.51983 4.10418 3.47420 0.233 -0.074 -0.288
C -0.24390 4.01177 2.12634 0.074 0.029 0.095
S -1.35133 3.83725 0.86991 -0.131 -0.120 -0.154
C -1.80381 3.81654 4.16195 -0.247 -0.047 0.015
C -2.91161 4.77516 3.71397 0.130 -0.002 -0.004
C -1.60826 4.01536 5.66464 0.059 -0.055 0.000
C -2.18557 2.35467 3.89868 0.006 0.074 -0.058
N 1.65645 4.57733 -0.55633 -0.056 0.053 -0.412
C 1.94058 5.89505 -0.83524 -0.109 0.168 0.126
C 1.56638 6.16243 -2.09385 0.136 0.205 0.026
N 1.06618 4.98944 -2.64002 0.171 -0.110 0.207
C 1.11096 4.01717 -1.66253 -0.087 0.309 0.030
S 0.54873 2.42545 -1.75094 -0.084 -0.408 -0.339
C 0.52718 4.92218 -4.02247 -0.101 -0.075 -0.079
C 0.91054 6.20649 -4.75844 -0.077 0.064 -0.008
C 1.13414 3.77012 -4.83374 0.023 0.074 0.230
C -1.00047 4.82349 -3.94103 0.081 0.052 -0.091
C 2.75618 1.51018 1.47710 0.283 0.092 -0.278
S 1.52670 1.04431 2.52850 -0.179 -0.180 0.421
H 4.47239 -2.14992 2.85766 0.021 0.035 0.006
H 3.70426 -1.83790 1.29327 -0.010 -0.059 -0.065
H 2.92398 -1.28896 2.77650 -0.074 0.009 0.010
H 5.35482 -0.12710 4.21467 0.033 -0.008 -0.045
H 3.85604 0.78068 3.98828 -0.109 0.035 0.035
H 5.39266 1.47354 3.44101 0.011 -0.025 0.035
H 6.52570 -1.11478 2.26075 -0.003 0.004 0.030
H 6.63792 0.50946 1.57709 0.040 -0.050 -0.020
H 5.98301 -0.83062 0.60629 0.006 -0.032 0.027
H 5.50184 1.09678 -0.24110 -0.053 0.007 0.028
H 3.98651 3.20702 -0.98851 0.025 -0.011 0.031
H 3.03106 4.70776 1.14389 0.077 0.004 -0.051
H 2.71416 4.45592 3.38118 -0.027 0.017 -0.013
H 0.74374 4.37738 5.21921 -0.015 0.012 -0.071
H -2.62632 5.80821 3.92519 -0.010 -0.009 0.012
H -3.82575 4.54601 4.26597 0.037 -0.003 0.020
H -3.10623 4.67775 2.65324 0.004 0.001 -0.127
H -1.23873 5.01805 5.88610 -0.030 -0.017 0.042
H -0.92460 3.27455 6.08253 -0.005 0.035 0.035
H -2.57292 3.89811 6.15593 -0.019 -0.032 -0.017
H -2.48338 2.21876 2.85995 0.063 -0.022 -0.009
H -3.01638 2.06104 4.54359 -0.014 0.054 0.015
H -1.33182 1.70714 4.10986 -0.027 -0.008 -0.003
H 2.37319 6.54362 -0.09492 0.018 -0.039 -0.002
H 1.62921 7.08769 -2.63298 0.008 -0.077 0.030
H 1.99058 6.35827 -4.73229 -0.030 0.015 -0.054
H 0.41381 7.08470 -4.34476 0.015 -0.012 -0.030
H 0.60858 6.11386 -5.80085 -0.042 -0.017 -0.006
H 2.21095 3.91744 -4.94459 -0.036 -0.035 0.004
H 0.67864 3.74872 -5.82487 0.024 0.072 0.003
H 0.96456 2.81639 -4.35321 0.067 -0.101 0.070
H -1.41761 5.77021 -3.59459 -0.026 -0.062 0.055
H -1.29728 4.04832 -3.23642 0.137 0.209 0.168
H -1.41716 4.59602 -4.92331 -0.014 0.040 -0.039
O -2.16091 -7.08951 2.54895 -0.033 -0.124 0.162
C -0.87475 -7.33957 2.22491 0.062 0.028 -0.056
O -0.40277 -8.42583 2.41098 -0.019 -0.031 -0.023
C -0.12505 -6.20383 1.60862 -0.028 0.129 -0.039
C -0.41705 -4.87553 1.91105 0.025 -0.109 0.138
C 0.25346 -3.85578 1.27398 0.115 0.027 -0.133
C 1.21659 -4.13416 0.30691 -0.184 -0.543 0.368
C 1.52833 -5.46831 0.02619 0.053 0.131 -0.082
C 0.86890 -6.49214 0.67975 -0.072 -0.047 0.120
N 1.75394 -3.06839 -0.40676 0.214 0.819 -0.496
C 2.96618 -3.06291 -0.77033 -0.215 -0.435 0.317
C 3.58093 -2.04681 -1.63932 0.166 0.331 -0.294
C 4.89411 -2.26546 -2.05405 -0.079 -0.105 0.111
C 5.49833 -1.35765 -2.90703 0.060 0.017 -0.049
C 4.77601 -0.25066 -3.30457 0.023 -0.005 0.056
C 3.47917 -0.10284 -2.82360 -0.102 0.073 0.060
N 2.87736 -0.97448 -2.02444 0.005 -0.099 0.081
H -2.41609 -6.20138 2.27560 -0.006 0.088 -0.096
H -1.15624 -4.61397 2.65936 -0.007 0.022 -0.014
H 0.01846 -2.82965 1.50803 0.068 -0.320 0.201
H 2.25992 -5.69589 -0.73987 -0.034 -0.008 -0.014
H 1.09230 -7.52939 0.46850 0.019 0.008 -0.029
H 3.65453 -3.85221 -0.44343 0.004 -0.056 -0.054
H 5.42615 -3.14859 -1.72234 -0.016 0.009 0.037
H 6.51170 -1.51427 -3.25401 -0.002 -0.011 0.021
H 5.20470 0.49473 -3.96058 -0.033 0.011 -0.004
H 2.90640 0.77951 -3.08650 -0.114 0.026 0.036
N -3.96966 -0.28147 -0.04705 -0.028 0.100 -0.129
C -3.37748 -1.12545 -1.07528 -0.183 -0.115 0.091
C -4.36550 -1.61263 -2.15535 0.127 0.014 -0.135
C -4.76417 -0.57989 -3.22876 0.228 -0.082 0.124
C -3.94746 -0.61308 -4.53351 -0.258 -0.032 0.193
N -2.50315 -0.56602 -4.39834 0.272 -0.141 0.380
C -1.81908 0.52132 -4.04098 0.428 -0.397 -0.268
N -2.41235 1.71200 -3.95477 0.486 0.608 0.347
N -0.50292 0.43151 -3.85989 -0.468 -0.857 -0.361
C -2.76522 -2.36198 -0.36409 -0.159 -0.209 -0.406
O -3.35296 -2.77690 0.65207 -0.040 0.011 -0.011
O -1.70886 -2.83407 -0.85749 -0.219 0.009 0.097
H -4.39263 -0.89829 0.63978 -0.005 -0.014 0.031
H -4.69608 0.31643 -0.42308 0.064 0.105 0.034
H -2.55594 -0.57619 -1.54622 0.038 -0.042 -0.158
H -5.26811 -1.91897 -1.62455 0.017 -0.126 0.010
H -3.95429 -2.50602 -2.63692 -0.033 0.001 -0.057
H -4.74373 0.42664 -2.79835 -0.051 0.009 0.055
H -5.79759 -0.77109 -3.52366 -0.026 0.130 -0.036
H -4.24791 0.21321 -5.18341 -0.102 -0.084 -0.066
H -4.17822 -1.53599 -5.06315 0.059 0.018 -0.050
H -1.98615 -1.43930 -4.34679 -0.090 -0.083 0.078
H -3.41426 1.77502 -3.93690 0.048 0.055 0.047
H -1.85873 2.48086 -3.54908 -0.538 -0.688 -0.241
H -0.07462 -0.48986 -3.81255 -0.104 0.215 0.047
H 0.00961 1.23044 -3.51097 0.256 0.333 0.466
O -0.75163 -3.06907 -3.26641 -0.140 0.279 -0.120
H -1.11050 -2.99273 -2.33839 0.114 0.015 -0.226
H -0.25416 -3.89299 -3.28484 -0.055 0.136 -0.028
O -2.12544 -1.97839 2.92066 0.138 -0.114 -0.151
H -2.58844 -2.37036 2.14855 -0.096 -0.004 0.083
H -2.81007 -1.87578 3.58697 0.064 0.093 0.037
```
Positions in Å, forces in eV/Å.

***

A structure of composition C47H61N3O6PS2SeSr at a distorted geometry. Source: the OMol25 dataset; level of theory: ωB97M-V/def2-TZVPD.

Values from the calculation:
Kohn-Sham gap in eV: 6.717
Total charge: -1
HOMO energy in Ha: -0.16124

Structure (XYZ):
```
122
Properties=species:S:1:pos:R:3:forces:R:3
Sr 1.83978 0.37793 0.90930 -3.499 -1.168 -0.335
C -5.82902 -2.98232 0.25878 0.060 0.032 -0.053
C -4.87108 -2.36462 -0.76175 -0.019 0.014 -0.025
C -5.50934 -1.07418 -1.30079 0.011 -0.094 0.024
C -4.69596 -3.36277 -1.91670 -0.021 0.059 0.067
C -3.51037 -2.02991 -0.15542 -0.076 -0.045 0.010
C -2.51129 -1.47153 -0.94644 0.088 0.005 0.078
C -1.30200 -1.11237 -0.39389 0.219 0.114 -0.107
Se 0.03628 -0.30797 -1.52550 -0.530 -0.061 -0.388
C -0.69076 1.47770 -1.58508 0.204 -0.214 0.003
C -1.59960 1.80022 -2.56971 0.061 0.039 0.086
C -2.15841 3.07362 -2.62823 -0.095 0.002 -0.064
C -1.67332 4.00218 -1.71697 -0.003 -0.034 -0.095
C -0.71035 3.73312 -0.74524 0.174 -0.026 0.128
C -0.25681 2.38851 -0.57737 -0.185 0.194 -0.173
O 0.50241 1.95144 0.37603 -1.480 2.511 -0.836
C -0.24663 4.92973 0.10699 -0.105 0.018 0.059
C -0.04843 6.16283 -0.79268 -0.022 -0.005 0.054
C -1.32172 5.23826 1.16192 0.090 -0.064 -0.053
C 1.08319 4.70721 0.83518 -0.078 -0.085 -0.147
C -3.24487 3.38365 -3.65610 -0.002 -0.032 -0.032
C -2.69768 3.16600 -5.07545 -0.047 0.023 0.083
C -3.74602 4.82500 -3.55460 0.037 -0.070 0.004
C -4.43656 2.43984 -3.42543 0.077 0.078 -0.031
C -0.96871 -1.27813 0.98058 -0.328 -0.203 0.006
O 0.18765 -0.86812 1.39610 -2.137 -1.968 0.851
C -1.97616 -1.90298 1.77480 0.183 0.034 0.085
C -3.19462 -2.23267 1.18161 -0.032 -0.013 -0.068
C -1.84276 -2.25886 3.26921 -0.019 -0.008 0.025
C -2.03512 -3.77576 3.44156 0.000 0.082 -0.007
C -2.92491 -1.51591 4.07177 0.047 -0.040 -0.039
C -0.49725 -1.90026 3.90761 -0.048 -0.004 -0.147
H -6.78466 -3.20118 -0.22364 -0.007 -0.003 0.004
H -6.01816 -2.29752 1.08774 -0.006 -0.031 0.020
H -5.43024 -3.91688 0.65945 -0.023 0.009 0.032
H -6.49264 -1.27988 -1.73527 0.009 0.011 -0.014
H -4.88019 -0.62111 -2.06761 -0.017 0.032 -0.008
H -5.62724 -0.34815 -0.49429 -0.012 0.017 -0.015
H -5.66548 -3.61518 -2.35651 0.009 0.002 -0.022
H -4.22900 -4.28060 -1.55320 0.002 -0.011 -0.025
H -4.06207 -2.94586 -2.70030 0.005 -0.030 -0.016
H -2.65936 -1.29586 -2.00664 -0.049 -0.002 0.001
H -1.86999 1.02900 -3.28190 -0.055 0.014 -0.019
H -2.05893 5.01240 -1.77034 0.006 -0.070 0.014
H -0.99247 6.55430 -1.17385 0.060 0.034 -0.012
H 0.58707 5.90950 -1.64325 0.003 0.040 -0.008
H 0.43618 6.96261 -0.22603 -0.034 0.012 0.007
H -2.28750 5.41955 0.68592 0.001 0.016 0.024
H -1.04761 6.12604 1.74269 -0.018 -0.005 0.024
H -1.43155 4.38928 1.84069 -0.028 0.020 0.028
H 1.88104 4.44002 0.13994 0.029 -0.002 0.013
H 0.97679 3.89375 1.54158 0.061 -0.109 0.085
H 1.36391 5.63489 1.34957 0.006 -0.032 -0.023
H -1.84593 3.82449 -5.25690 0.003 -0.009 -0.023
H -3.46940 3.37870 -5.82137 0.008 -0.013 -0.008
H -2.36469 2.13669 -5.21164 0.017 -0.001 -0.028
H -2.93914 5.53583 -3.74529 -0.024 0.033 0.020
H -4.16627 5.02806 -2.56750 0.002 0.033 -0.008
H -4.52815 4.99391 -4.29844 -0.004 0.006 0.002
H -4.13754 1.40085 -3.56776 -0.037 -0.025 0.013
H -5.24868 2.66390 -4.12377 0.002 -0.020 -0.001
H -4.81037 2.54325 -2.40514 -0.025 -0.009 -0.008
H -3.94678 -2.68420 1.81626 0.015 0.014 -0.004
H -3.01056 -4.10329 3.07964 0.014 -0.038 0.003
H -1.95435 -4.04738 4.49823 0.002 -0.013 -0.007
H -1.26600 -4.31516 2.88423 -0.011 -0.032 0.012
H -3.93099 -1.79154 3.75132 -0.002 0.020 0.010
H -2.80676 -0.43823 3.94487 -0.021 0.004 0.022
H -2.82933 -1.75148 5.13591 -0.015 0.011 0.002
H 0.33539 -2.35274 3.37324 0.044 0.007 0.009
H -0.49301 -2.25007 4.94467 -0.017 0.026 -0.007
H -0.36610 -0.82159 3.89922 0.072 0.028 0.043
N 1.56362 1.24259 3.31867 0.101 -0.011 0.353
N 1.68584 2.58348 3.72916 0.074 0.104 -0.019
C 0.66541 3.20056 4.34781 -0.024 -0.136 0.137
N 0.75058 4.56195 4.40213 0.180 0.065 -0.129
S -0.59262 2.37924 5.06990 -0.068 -0.065 0.048
H 0.80323 0.83641 3.86046 -0.145 0.067 -0.045
H 2.42327 0.74032 3.52674 0.012 0.167 0.512
H 2.28651 3.11961 3.11957 -0.066 0.058 -0.037
H 1.26074 5.03331 3.66965 -0.034 0.001 -0.025
H -0.10454 5.00836 4.68412 -0.023 0.005 0.033
O 5.41667 1.53393 2.09074 -0.021 -0.023 -0.175
S 4.46282 0.78753 1.31209 3.099 0.529 0.707
O 3.70027 -0.18323 2.10694 1.521 -0.008 0.956
O 3.56856 1.63346 0.51796 2.319 1.735 -0.515
C 5.36439 -0.18902 0.12341 -0.105 -0.072 0.127
C 6.62117 0.26065 -0.25621 0.054 0.103 0.050
C 7.37647 -0.48826 -1.13869 -0.040 -0.025 -0.013
C 6.87406 -1.68964 -1.62462 0.059 -0.028 -0.048
C 5.61970 -2.13086 -1.24284 0.011 0.138 0.076
C 4.83124 -1.37681 -0.37089 0.058 0.059 -0.086
P 3.18779 -1.99483 0.21239 0.675 -1.808 -1.087
C 3.89435 -3.50731 0.99763 -0.153 -0.007 0.183
C 4.50545 -3.34097 2.24157 -0.068 0.021 0.002
C 5.11716 -4.41072 2.87527 0.009 0.023 -0.006
C 5.12053 -5.66276 2.27712 0.019 -0.062 0.022
C 4.50573 -5.83921 1.04732 0.010 -0.020 -0.009
C 3.89408 -4.76894 0.40859 0.011 0.068 0.032
C 2.43994 -2.68923 -1.30844 -0.051 0.094 -0.001
C 1.28310 -3.44595 -1.09565 0.104 -0.004 0.044
C 0.51900 -3.88733 -2.16160 0.016 -0.004 -0.015
C 0.89999 -3.56851 -3.45841 -0.019 -0.044 -0.039
C 2.02624 -2.79243 -3.67787 -0.040 0.019 -0.046
C 2.78784 -2.33907 -2.60915 0.023 -0.078 0.029
H 6.99307 1.18497 0.16632 0.023 -0.030 -0.007
H 8.35978 -0.14817 -1.43610 0.000 0.008 0.002
H 7.47397 -2.29110 -2.29659 -0.021 -0.001 -0.011
H 5.24269 -3.07405 -1.61630 0.015 -0.025 0.016
H 4.49734 -2.36094 2.70320 0.028 -0.026 0.039
H 5.59102 -4.26741 3.83840 -0.008 0.010 -0.003
H 5.59795 -6.50024 2.77088 -0.006 0.004 -0.002
H 4.50383 -6.81462 0.57615 -0.009 0.001 0.007
H 3.41716 -4.92034 -0.55049 -0.005 0.001 -0.021
H 0.97582 -3.66343 -0.07709 -0.082 0.005 -0.027
H -0.38739 -4.45145 -1.98191 0.009 -0.002 0.025
H 0.30152 -3.90463 -4.29606 -0.006 0.018 0.004
H 2.29821 -2.51253 -4.68808 0.018 0.013 0.012
H 3.63506 -1.69192 -2.79460 -0.040 0.007 -0.016
O 2.75021 1.48687 -2.21453 -0.107 0.057 0.032
H 1.88842 1.92245 -2.28611 0.064 -0.090 0.005
H 3.02392 1.65220 -1.30056 0.138 0.177 -0.167
```
Positions in Å, forces in eV/Å.

***

ΔE to the lowest compared entry with this formula, charge and spin per entry: 3.6, 29.5, 68.4 kcal/mol